(1)
{"formula": "C21H44N5O4", "method": "the ωB97M-V functional and the def2-TZVPD basis", "elements": ["N", "C", "N", "N", "C", "C", "C", "C", "C", "C", "C", "C", "H", "H", "H", "H", "H", "H", "H", "H", "H", "H", "H", "H", "H", "H", "C", "O", "C", "C", "N", "C", "C", "O", "C", "H", "H", "H", "H", "H", "H", "H", "H", "H", "H", "H", "H", "H", "H", "H", "C", "O", "C", "C", "N", "C", "C", "O", "C", "H", "H", "H", "H", "H", "H", "H", "H", "H", "H", "H", "H", "H", "H", "H"], "positions_angstrom": [[0.63724, 1.59258, 5.35437], [0.92493, 2.68484, 4.44260], [0.82789, 2.44136, 3.15603], [1.33617, 3.91436, 5.02912], [0.71134, 5.10949, 4.38355], [-0.49325, 5.60037, 5.28581], [-1.72631, 4.73732, 4.88841], [-2.33933, 4.73662, 3.56020], [-3.47075, 3.87642, 3.21973], [-4.00982, 3.02142, 4.28124], [-3.43873, 3.02984, 5.62817], [-2.28885, 3.86622, 5.93821], [1.36686, 1.66524, 6.08415], [-0.23084, 1.87692, 5.83484], [1.57983, 2.79658, 2.55371], [0.04186, 1.97476, 2.69516], [2.35636, 4.01439, 5.04045], [1.50220, 5.91307, 4.35734], [0.39672, 4.92285, 3.32486], [-0.20111, 5.35771, 6.34526], [-0.65781, 6.70376, 5.25156], [-1.94135, 5.41063, 2.76120], [-3.94010, 3.84302, 2.21296], [-4.87517, 2.33528, 4.11371], [-3.88268, 2.39328, 6.43183], [-1.82561, 3.89510, 6.95594], [3.07491, -3.27955, -2.16623], [3.08513, -1.86283, -2.27481], [1.84522, -1.25775, -1.91531], [1.98112, -0.49280, -0.60324], [2.13882, -1.40272, 0.52876], [2.53287, -0.74540, 1.77003], [3.89108, -0.03086, 1.79802], [5.00509, -0.89693, 1.70897], [5.36847, -1.27102, 0.38711], [3.98623, -3.66120, -2.62739], [3.07076, -3.59023, -1.11610], [2.21585, -3.70974, -2.68529], [1.02741, -1.98269, -1.87472], [1.60861, -0.54032, -2.70747], [1.08729, 0.12205, -0.45156], [2.84601, 0.17491, -0.70161], [2.84045, -2.09525, 0.29920], [2.54931, -1.52026, 2.54198], [1.74898, -0.03330, 2.05882], [3.97662, 0.45622, 2.77696], [3.96132, 0.77408, 1.05596], [5.16696, -0.48104, -0.34036], [4.85551, -2.19133, 0.09940], [6.43787, -1.48335, 0.37790], [-4.52665, -2.30108, -3.27675], [-4.29721, -3.19183, -4.35367], [-4.21569, -2.54348, -5.62208], [-2.79060, -2.58390, -6.16055], [-1.90634, -1.71150, -5.39122], [-0.48595, -1.89725, -5.68306], [0.13400, -3.26404, -5.36916], [0.20774, -3.56536, -3.98119], [-0.98076, -4.11097, -3.43002], [-4.75382, -2.89663, -2.39186], [-3.63496, -1.70250, -3.06336], [-5.37530, -1.64248, -3.48035], [-4.60155, -1.52007, -5.58672], [-4.85484, -3.11288, -6.30337], [-2.79339, -2.26400, -7.20627], [-2.45490, -3.62698, -6.12084], [-2.05333, -1.88139, -4.40453], [0.05397, -1.14669, -5.09739], [-0.30716, -1.65926, -6.73668], [1.17084, -3.23251, -5.71734], [-0.34120, -4.08185, -5.92105], [-1.53174, -4.72234, -4.14810], [-1.61932, -3.31334, -3.04165], [-0.70340, -4.73982, -2.58216]], "mulliken_charge": [-0.489, -0.023, -0.150, -0.229, -0.529, -0.952, 0.584, -0.165, -0.733, -0.334, -0.476, -0.471, 0.386, 0.365, 0.313, 0.263, 0.326, 0.409, 0.308, 0.306, 0.405, 0.395, 0.395, 0.358, 0.348, 0.374, -0.494, -0.366, -0.645, -0.106, -0.289, -0.419, -0.424, -0.452, -0.562, 0.249, 0.301, 0.132, 0.231, 0.290, 0.340, 0.192, 0.100, 0.350, 0.133, 0.294, 0.356, 0.277, 0.189, 0.305, -0.693, -0.332, -0.800, -0.177, -0.308, -0.709, -0.533, -0.277, -0.709, 0.237, 0.272, 0.341, 0.401, 0.395, 0.395, 0.165, 0.041, 0.309, 0.419, 0.361, 0.388, 0.325, 0.191, 0.330], "charge": 1, "max_force_ev_per_a": 2.911, "homo_lumo_gap_ev": 5.12}


(2)
{"formula": "C21H45BFIOSi", "method": "the ωB97M-V functional and the def2-TZVPD basis", "elements": ["C", "C", "C", "C", "C", "C", "C", "C", "C", "C", "C", "C", "C", "C", "C", "C", "Si", "F", "B", "O", "C", "C", "C", "I", "C", "C", "H", "H", "H", "H", "H", "H", "H", "H", "H", "H", "H", "H", "H", "H", "H", "H", "H", "H", "H", "H", "H", "H", "H", "H", "H", "H", "H", "H", "H", "H", "H", "H", "H", "H", "H", "H", "H", "H", "H", "H", "H", "H", "H", "H", "H"], "positions_angstrom": [[-3.62726, -4.33269, -3.94211], [-2.81966, -3.16724, -3.27080], [-3.56303, -1.76650, -3.34077], [-2.66565, -0.75042, -2.54608], [-3.35576, 0.61652, -2.22643], [-2.58963, 1.23867, -0.98702], [-3.22854, 2.56302, -0.46914], [-2.45634, 3.08886, 0.81306], [-1.33723, 4.12244, 0.40142], [0.11681, 3.51167, 0.52266], [1.09289, 4.44122, 1.34545], [2.47710, 3.76059, 1.65994], [3.17017, 3.11710, 0.39407], [2.78113, 1.61719, 0.15594], [3.87849, 0.59940, 0.69623], [3.39125, -0.07363, 2.04163], [2.69869, -1.84148, 1.88147], [3.91707, -2.91161, 2.40964], [1.21707, -1.99760, 3.16026], [1.56632, -2.28470, 4.52876], [-0.34463, -1.79969, 2.84436], [-0.81164, -0.27910, 2.92759], [2.29153, -2.37519, 0.09945], [0.63559, -1.24886, -0.72748], [2.06458, -3.92948, -0.06946], [2.85554, -4.37489, -1.36873], [-4.43119, -3.97402, -4.61254], [-4.01919, -4.97441, -3.11923], [-2.90207, -4.93635, -4.53874], [-1.82070, -2.98759, -3.73946], [-2.61528, -3.32795, -2.18570], [-3.67741, -1.46051, -4.40625], [-4.55739, -1.86210, -2.83930], [-2.46309, -1.23658, -1.55852], [-1.71240, -0.63271, -3.10928], [-3.17491, 1.34100, -3.06058], [-4.44695, 0.54251, -2.04653], [-2.56635, 0.46768, -0.17203], [-1.51493, 1.37640, -1.27418], [-3.10452, 3.32624, -1.27411], [-4.31622, 2.44641, -0.28447], [-2.04723, 2.25746, 1.42598], [-3.19465, 3.63731, 1.43806], [-1.44211, 4.45792, -0.65916], [-1.45675, 5.05101, 1.01184], [0.54952, 3.38119, -0.49737], [0.04813, 2.54176, 1.06257], [0.55601, 4.70908, 2.28529], [1.26249, 5.34209, 0.70662], [3.16053, 4.58592, 1.98229], [2.42443, 3.05508, 2.51961], [2.86540, 3.72401, -0.49295], [4.26757, 3.23030, 0.52778], [1.78863, 1.37056, 0.58790], [2.72262, 1.44837, -0.94797], [4.16257, -0.15055, -0.07361], [4.78445, 1.22792, 0.87709], [2.58950, 0.57864, 2.46927], [4.26726, -0.13755, 2.72622], [1.28894, -1.49256, 5.01006], [-0.69523, -2.26834, 1.90147], [-0.89855, -2.31770, 3.67320], [-0.63524, 0.17205, 1.92615], [-1.89653, -0.20753, 3.16929], [-0.28365, 0.27412, 3.73960], [3.18380, -2.12072, -0.52510], [0.99821, -4.19881, -0.21199], [2.51034, -4.48441, 0.78331], [3.94594, -4.47365, -1.18532], [2.41828, -5.29000, -1.82667], [2.72304, -3.55457, -2.11643]], "mulliken_charge": [-1.073, -0.228, -0.762, -0.210, -0.971, 0.204, -0.939, -0.401, -0.859, 0.535, -1.023, -0.583, -0.997, 0.198, -0.720, -0.450, 0.096, -0.373, 0.202, -0.598, -0.466, -0.368, -0.384, 0.044, -0.374, -1.250, 0.311, 0.282, 0.289, 0.239, 0.235, 0.312, 0.349, 0.120, 0.300, 0.304, 0.361, 0.201, -0.062, 0.302, 0.402, 0.168, 0.377, 0.340, 0.433, 0.275, -0.483, 0.405, 0.284, 0.341, 0.260, 0.357, 0.478, -0.344, 0.395, 0.233, 0.467, 0.079, 0.414, 0.303, 0.228, 0.218, -0.162, 0.416, 0.234, 0.422, 0.356, 0.317, 0.332, 0.352, 0.311], "smiles": "CCCCCCCCCCCCCCCC[Si@@](F)(B(O)CC)[C@H](I)CC", "max_force_ev_per_a": 2.189, "homo_lumo_gap_ev": 9.55}


(3)
{"formula": "C21H45BN3O3", "method": "the ωB97M-V functional and the def2-TZVPD basis", "elements": ["C", "C", "O", "C", "B", "C", "C", "C", "C", "C", "N", "C", "O", "C", "C", "C", "C", "O", "H", "H", "H", "H", "H", "H", "H", "H", "H", "H", "H", "H", "H", "H", "H", "H", "H", "H", "H", "H", "H", "H", "H", "H", "H", "H", "H", "H", "H", "H", "H", "C", "C", "C", "C", "N", "H", "H", "H", "H", "H", "H", "H", "C", "C", "C", "C", "N", "H", "H", "H", "H", "H", "H", "H"], "positions_angstrom": [[-2.44770, 0.96216, -1.84734], [-2.38109, 1.19936, -0.29417], [-1.11123, 1.72992, -0.02757], [-0.61129, 1.35955, 1.27968], [0.99718, 0.90992, 1.26663], [1.78749, 2.20739, 0.60782], [1.86362, 3.46648, 1.55689], [1.75891, 4.82693, 0.75803], [3.00786, 5.72027, 1.10916], [4.31226, 5.19996, 0.40141], [4.83259, 6.11112, -0.64666], [1.12574, -0.38366, 0.25597], [1.03037, -1.70249, 0.86793], [-0.29378, -2.06313, 1.18270], [1.37914, 0.60184, 2.83060], [2.72361, -0.14278, 3.08527], [3.98159, 0.55935, 2.51779], [2.92407, -0.18778, 4.53270], [-2.01222, -0.02708, -2.07259], [-3.48999, 1.00770, -2.22051], [-1.84492, 1.73849, -2.35986], [-2.57475, 0.22098, 0.18434], [-3.21917, 1.88469, -0.03678], [-1.25901, 0.59801, 1.77733], [-0.67266, 2.28134, 1.92101], [2.85079, 1.95782, 0.36024], [1.33291, 2.55685, -0.34250], [2.87390, 3.49470, 2.02450], [1.14752, 3.42471, 2.39872], [1.83187, 4.61666, -0.32893], [0.82828, 5.38022, 0.97559], [3.19558, 5.63533, 2.20084], [2.84314, 6.78334, 0.82943], [5.11878, 5.06722, 1.15182], [4.16938, 4.21068, -0.07635], [5.15875, 6.96737, -0.20974], [4.04469, 6.35362, -1.24119], [0.38075, -0.37015, -0.58353], [2.12198, -0.32452, -0.25584], [-0.45111, -3.10558, 0.81510], [-1.05919, -1.42932, 0.70383], [-0.40987, -2.10546, 2.29015], [0.57916, -0.07860, 3.22806], [1.37493, 1.49153, 3.49619], [2.73707, -1.19401, 2.74948], [4.90874, 0.18102, 2.99651], [3.96573, 1.65862, 2.59463], [4.05627, 0.26685, 1.44796], [2.07027, -0.08263, 4.94557], [-3.68586, -3.73308, 2.15287], [-4.28559, -4.72568, 1.16245], [-3.60938, -4.68045, -0.20963], [-3.78586, -3.38589, -0.86765], [-3.91179, -2.35846, -1.36292], [-3.80785, -2.70380, 1.80994], [-4.18001, -3.81942, 3.12182], [-2.61987, -3.92006, 2.29778], [-5.35641, -4.53240, 1.05871], [-4.18246, -5.73547, 1.56758], [-4.03059, -5.46077, -0.84738], [-2.54335, -4.89603, -0.10754], [-2.98546, -3.05189, -5.17683], [-1.66472, -2.53536, -4.61878], [-0.46757, -3.40110, -5.01820], [-0.56268, -4.75788, -4.47597], [-0.65224, -5.82380, -4.05955], [-3.21723, -4.04879, -4.79587], [-3.80133, -2.38916, -4.88651], [-2.95759, -3.10011, -6.26864], [-1.73340, -2.47015, -3.53067], [-1.50069, -1.52056, -4.98790], [0.45042, -2.93740, -4.65058], [-0.38545, -3.44709, -6.10684]], "mulliken_charge": [-0.885, 0.025, -0.260, -0.943, 0.479, -0.908, 0.099, -0.923, -0.864, -0.346, -0.717, -0.525, -0.476, -0.126, -0.970, 0.833, -1.161, -0.643, -0.035, 0.411, 0.335, -0.063, 0.240, 0.412, 0.245, 0.123, 0.330, -0.022, 0.424, 0.367, 0.367, 0.302, 0.450, 0.290, 0.220, 0.257, 0.255, 0.117, 0.077, 0.158, -0.121, 0.238, 0.225, 0.470, 0.134, 0.456, 0.034, 0.246, 0.356, -0.991, -0.487, -0.338, 0.189, -0.420, 0.278, 0.366, 0.227, 0.303, 0.316, 0.323, 0.264, -1.328, -0.080, -0.463, 0.258, -0.464, 0.332, 0.345, 0.382, 0.069, 0.320, 0.302, 0.310], "charge": -1, "max_force_ev_per_a": 2.005, "homo_lumo_gap_ev": 6.97}